The following is a DFT calculation (ωB97M-V/def2-TZVPD) of a molecular structure, C26H16Cl3CoN5O2Se.

The geometry in XYZ format:
```
54
Properties=species:S:1:pos:R:3:forces:R:3:nbo_charge:R:1
Co 0.0126 -0.3276 0.3027 -0.4 -0.5 0.0 1.125
Cl 6.3236 -2.3767 1.8916 0.1 0.0 0.0 -0.049
C 4.6557 -2.3975 1.3727 0.0 0.1 0.0 -0.087
C 4.0331 -1.1883 1.0985 0.0 0.0 0.1 -0.252
C 2.7015 -1.1411 0.6874 0.2 -0.2 0.0 0.152
N 1.9871 0.0354 0.4483 -0.3 0.6 -0.1 -0.658
C 2.6762 1.1526 0.1496 0.0 -0.3 -0.1 0.616
O 3.8870 1.2289 -0.1138 0.0 0.2 0.0 -0.702
C 1.9117 2.4567 0.0787 0.0 0.0 0.0 0.148
C 2.3284 3.4001 -0.8593 0.0 -0.1 -0.1 -0.222
C 1.6585 4.6045 -0.9368 0.0 0.0 0.0 -0.186
C 0.6169 4.8448 -0.0542 -0.1 0.0 0.0 -0.263
C 0.3060 3.8619 0.8704 -0.1 0.0 -0.1 0.040
N 0.9323 2.6930 0.9416 -0.1 -0.2 0.1 -0.400
C 2.0032 -2.3700 0.5442 0.2 -0.1 0.0 0.222
C 2.6504 -3.5754 0.8113 0.0 0.0 -0.1 -0.298
C 3.9720 -3.5859 1.2288 -0.1 -0.1 0.0 -0.072
Cl 4.7405 -5.1197 1.5541 0.0 -0.1 0.0 -0.050
N 0.6826 -2.2402 0.1898 -0.3 0.2 -0.4 -0.700
C -0.1465 -3.2101 -0.1680 0.1 0.1 0.4 0.603
O 0.0446 -4.4242 -0.3484 0.1 0.0 0.0 -0.712
C -1.5576 -2.6650 -0.2692 0.0 -0.2 -0.1 0.155
C -2.6055 -3.5158 -0.5933 0.1 0.0 0.0 -0.235
C -3.8948 -3.0208 -0.6094 0.0 0.1 0.0 -0.177
C -4.0954 -1.6870 -0.2910 0.0 0.0 0.0 -0.254
C -2.9967 -0.9019 0.0129 0.0 0.2 -0.1 0.070
N -1.7512 -1.3715 0.0186 0.3 0.2 -0.2 -0.438
H 4.5912 -0.2727 1.1944 0.0 -0.1 0.0 0.257
H 3.1593 3.1548 -1.5050 0.0 0.0 0.0 0.229
H 1.9352 5.3447 -1.6792 0.0 0.0 0.0 0.197
H 0.0383 5.7566 -0.0938 0.0 0.0 0.0 0.205
H -0.5068 4.0068 1.5722 0.0 0.0 0.1 0.185
H 2.1095 -4.4976 0.6775 0.0 -0.1 0.0 0.255
H -2.3634 -4.5462 -0.8087 0.0 0.0 0.0 0.238
H -4.7331 -3.6633 -0.8541 0.0 0.0 0.0 0.198
H -5.0830 -1.2478 -0.2762 0.0 0.0 0.0 0.211
H -3.1118 0.1448 0.2576 0.0 0.1 -0.1 0.227
Cl -2.8093 1.3821 2.7051 0.0 0.1 0.0 -0.045
C -2.6706 -0.3336 3.0141 0.1 -0.1 0.1 -0.070
C -3.8186 -1.0015 3.4010 0.0 -0.1 0.0 -0.234
C -3.7829 -2.3688 3.6302 -0.1 0.0 0.0 -0.288
C -2.5737 -3.0397 3.4729 0.0 0.0 0.0 -0.232
C -1.4354 -2.3551 3.0985 -0.1 0.0 0.0 -0.187
C -1.4287 -0.9678 2.8330 0.1 0.1 0.0 -0.015
C -0.2248 -0.3090 2.3403 -0.1 0.1 0.6 -0.804
H -4.7402 -0.4437 3.5065 0.0 0.0 0.0 0.206
H -4.6830 -2.8985 3.9171 0.0 0.0 0.0 0.192
H -2.5222 -4.1102 3.6397 0.0 0.0 0.0 0.197
H -0.5033 -2.8920 2.9637 0.0 0.0 0.0 0.208
H 0.6508 -0.8248 2.7464 0.1 0.0 -0.2 0.194
H -0.1809 0.7403 2.6221 0.0 0.1 -0.1 0.216
Se -2.5946 3.1137 -2.4129 0.0 0.0 0.0 -0.426
C -1.4786 1.8839 -1.6911 -0.1 0.0 0.1 0.134
N -0.8007 1.0841 -1.1929 0.4 -0.1 0.2 -0.629
```
Positions in Å, forces in eV/Å.

- E_HOMO (spin up / spin down): -1.3 / -1.8 eV
- Total charge: -2
- E: -6589.588720 Eh
- Spin multiplicity: 2
- Energy relative to the best compared isomer or geometry (same formula, charge and spin): 84.90 kJ/mol

The following is a DFT calculation (ωB97M-V/def2-TZVPD) of 2 unconnected molecules or ions with the total composition C4H10NS in a non-equilibrium geometry.

The geometry in XYZ format:
```
16
Properties=species:S:1:pos:R:3:forces:R:3:nbo_charge:R:1
C 0.8336 0.5971 -0.0825 2.4 -2.4 2.7 0.189
C 0.5321 0.6184 1.3172 0.7 -0.1 -0.8 -0.378
C 1.3120 0.1349 2.4041 2.2 -0.2 -2.9 -0.090
C 0.0774 1.0170 -1.2360 -1.7 -0.7 0.3 -0.720
N -2.5863 -1.4611 -1.9842 2.7 -1.9 -0.7 -1.093
S 2.8421 -0.6828 2.2149 -1.5 0.7 0.1 0.259
H 1.8804 0.0694 -0.3103 -2.3 1.3 0.3 0.221
H -0.3132 1.1299 1.7235 -0.9 0.3 -0.5 0.248
H 1.0633 0.4013 3.3991 -0.5 0.1 0.8 0.247
H 0.5442 1.8793 -1.5954 1.1 1.8 -0.7 0.288
H -0.9821 1.2964 -1.0658 0.6 -0.5 0.1 0.264
H 0.1996 0.3231 -2.0796 -0.2 -0.1 0.4 0.296
H -3.2002 -1.4045 -1.2423 -1.4 -0.5 2.1 0.357
H -2.3970 -2.4612 -2.2705 -0.7 1.8 0.4 0.379
H -3.0331 -0.9433 -2.6794 -0.6 0.6 -1.8 0.362
H 3.2273 -0.5138 3.4871 0.0 -0.2 0.1 0.173
```
Positions in Å, forces in eV/Å.

- E_HOMO: -12.8 eV
- Total charge: +1
- E: -611.014888 Eh
- Energy relative to the best compared isomer or geometry (same formula, charge and spin): 231.96 kJ/mol

The following is a DFT calculation (ωB97M-V/def2-TZVPD) of a molecular structure, C20H40O40S10 in a non-equilibrium geometry.

The geometry in XYZ format:
```
110
Properties=species:S:1:pos:R:3:forces:R:3:lowdin_charge:R:1
C -4.1980 -1.9834 0.4250 -1.0 1.1 0.2 -0.150
C -3.4615 -2.9048 -0.5396 -0.3 -1.5 0.2 -0.110
O -2.7185 -3.8165 0.3044 0.3 0.2 -0.1 -0.194
S -3.3294 -3.8805 1.7578 0.3 0.3 -0.6 0.573
O -2.2289 -4.0208 2.6309 0.0 0.1 0.7 -0.214
O -4.4327 -4.7638 1.8033 -0.4 -0.2 0.0 -0.198
O -3.8680 -2.3739 1.7700 0.5 -0.3 0.0 -0.196
H -5.2801 -2.0537 0.3022 0.0 -0.3 0.0 0.133
H -3.9885 -0.9193 0.3494 0.5 -0.1 -0.1 0.118
H -2.7493 -2.4967 -1.2485 -0.1 0.4 0.1 0.130
H -4.1839 -3.5546 -1.0348 0.0 0.4 -0.4 0.132
C -2.2172 -1.3174 6.4551 0.6 -0.1 0.3 -0.133
C -1.5123 -1.9896 5.2973 -0.2 -0.3 -0.5 -0.156
O -1.5690 -3.3704 5.6717 -0.7 -0.6 -0.1 -0.207
S -1.2912 -3.5172 7.2205 1.1 1.2 -0.4 0.579
O 0.1097 -3.5399 7.4212 0.4 -0.3 0.4 -0.209
O -2.1206 -4.5087 7.7762 -0.6 -0.4 0.1 -0.201
O -1.7572 -2.0290 7.6181 -0.2 -0.3 0.1 -0.187
H -3.2949 -1.4661 6.4200 -0.1 0.4 -0.3 0.138
H -1.8870 -0.2872 6.5623 -0.4 0.1 0.1 0.117
H -0.4690 -1.7425 5.1201 0.0 0.3 0.3 0.104
H -2.0704 -1.8825 4.3691 0.0 -0.1 0.0 0.125
C 4.7972 -1.3844 2.6255 -0.3 0.3 0.4 -0.169
C 5.8885 -0.4669 2.0891 -0.1 -0.9 -0.9 -0.120
O 6.1327 -0.9986 0.7604 0.2 0.2 -0.1 -0.201
S 5.7481 -2.5286 0.6210 -0.6 0.1 0.6 0.576
O 6.8928 -3.3517 0.6114 0.6 -0.2 0.1 -0.212
O 4.7774 -2.6541 -0.3977 -0.3 0.0 -0.4 -0.217
O 5.0403 -2.6643 2.0542 0.4 0.0 -0.2 -0.185
H 3.8036 -1.0357 2.3389 0.0 0.0 0.0 0.124
H 4.8628 -1.4819 3.7062 -0.1 -0.1 0.0 0.138
H 6.8158 -0.5696 2.6479 0.0 0.3 0.1 0.132
H 5.5486 0.5455 1.9049 0.2 0.2 0.4 0.133
C -1.9709 0.6788 -5.8951 -0.3 0.2 0.1 -0.151
C -1.6725 -0.8149 -5.9528 -0.5 0.4 0.7 -0.149
O -0.6486 -0.8906 -6.9378 0.8 -0.5 -0.2 -0.174
S -0.9849 0.0851 -8.1341 -1.7 0.1 0.8 0.571
O -1.9940 -0.4737 -8.9447 -0.6 -0.5 -0.5 -0.209
O 0.1788 0.5652 -8.7518 1.3 0.5 0.1 -0.206
O -1.6832 1.2000 -7.2110 0.6 0.0 -0.3 -0.197
H -1.3128 1.1683 -5.1807 0.0 0.0 0.0 0.094
H -2.9989 0.9370 -5.6641 -0.1 -0.1 0.0 0.123
H -2.5403 -1.4254 -6.2008 0.1 0.0 -0.4 0.134
H -1.2906 -1.1462 -4.9901 0.3 -0.1 -0.2 0.121
C -1.6832 5.0384 -4.2711 -0.1 1.6 0.0 -0.143
C -1.8659 3.9605 -3.1878 0.3 -0.4 0.9 -0.143
O -3.2998 3.7897 -3.0404 -0.1 -0.9 -0.7 -0.183
S -3.9393 4.2609 -4.4307 1.2 0.1 0.9 0.588
O -5.2794 4.6125 -4.2498 -1.1 0.3 0.2 -0.186
O -3.5242 3.3630 -5.4517 0.0 -0.1 -0.3 -0.214
O -3.0306 5.5629 -4.4344 0.0 -0.3 -1.2 -0.180
H -1.2857 4.7355 -5.2397 -0.3 -0.7 0.1 0.126
H -1.1120 5.9337 -4.0431 0.1 -0.3 0.7 0.120
H -1.5830 4.1808 -2.1593 0.3 0.7 -0.3 0.120
H -1.3252 3.0403 -3.4143 -0.5 -0.2 -0.3 0.102
C -0.2880 -6.2473 4.5174 -0.7 -0.2 0.4 -0.148
C 0.3391 -6.8186 3.2591 1.0 -1.1 0.1 -0.144
O 1.1513 -5.7885 2.6953 -0.3 0.3 -0.5 -0.172
S 1.2940 -4.5153 3.6308 0.0 0.0 -0.3 0.583
O 0.5758 -3.4252 3.0707 -0.4 0.2 -0.1 -0.236
O 2.6606 -4.2956 3.9278 0.1 -0.3 0.4 -0.203
O 0.5180 -5.1258 4.8682 0.6 0.1 0.1 -0.194
H -0.2384 -6.9763 5.3250 0.2 0.1 0.1 0.139
H -1.3297 -5.9308 4.4573 0.1 0.2 -0.5 0.123
H -0.3135 -7.2974 2.5322 -0.4 0.8 -0.2 0.135
H 1.0384 -7.6231 3.5117 0.0 0.1 0.3 0.131
C 1.1245 2.4732 -5.4576 0.2 1.3 1.2 -0.116
C 2.3672 1.7231 -5.9422 -0.3 -0.3 0.1 -0.111
O 2.3892 0.5057 -5.1767 0.0 0.2 0.1 -0.166
S 1.6608 0.6923 -3.7746 -0.3 -0.7 -1.1 0.563
O 2.5093 1.1617 -2.7505 0.6 0.3 0.4 -0.200
O 0.9215 -0.5011 -3.6054 -0.3 -0.3 0.4 -0.214
O 0.6991 1.8804 -4.2009 0.2 -0.5 -0.2 -0.239
H 0.2227 2.5465 -6.0568 0.3 -0.3 -0.5 0.121
H 1.4860 3.4454 -5.1294 -0.4 0.4 -0.6 0.097
H 3.2727 2.2733 -5.7006 0.0 0.2 -0.2 0.131
H 2.2917 1.4873 -6.9995 0.2 -0.2 0.0 0.131
C -0.5614 2.5750 5.0359 -0.3 -0.3 0.5 -0.150
C 0.0434 2.0690 6.3638 0.8 1.3 -0.4 -0.143
O 0.9129 1.0007 5.9931 0.3 -1.2 0.3 -0.184
S 1.0910 0.8393 4.4151 -1.0 0.9 0.8 0.583
O 1.0362 -0.4928 3.9662 -0.1 -0.7 0.1 -0.207
O 2.1581 1.6630 3.9921 0.3 0.6 -0.2 -0.202
O -0.3456 1.4922 4.1376 0.3 0.0 -1.0 -0.208
H -0.0793 3.4888 4.6947 0.0 -0.1 -0.1 0.131
H -1.6385 2.6976 5.1005 0.0 0.2 -0.1 0.134
H -0.6940 1.8052 7.1158 0.1 -0.6 -0.1 0.125
H 0.6956 2.8474 6.7609 -0.2 0.0 0.3 0.132
C 0.1179 -1.2037 0.4779 -0.4 -1.1 0.0 -0.106
C -0.9611 -0.3717 1.1609 0.6 0.9 0.8 -0.142
O -1.8059 0.1618 0.1243 -0.3 -0.8 -0.6 -0.192
S -0.8758 0.3861 -1.1579 0.2 0.5 0.5 0.548
O -0.2046 1.6171 -0.9527 0.8 0.6 0.3 -0.217
O -1.5755 0.2560 -2.3721 -0.9 -0.7 -0.3 -0.207
O 0.0628 -0.8410 -0.9165 0.1 0.0 -0.2 -0.173
H -0.1645 -2.2556 0.5534 0.1 0.0 -0.3 0.126
H 1.1325 -1.1458 0.8588 0.0 0.6 0.1 0.137
H -0.5515 0.5008 1.6714 0.1 -0.2 0.2 0.113
H -1.5292 -0.9814 1.8568 -0.3 0.1 -0.1 0.123
C 2.5104 4.9761 -1.1492 0.7 -1.1 0.2 -0.153
C 1.1258 4.5990 -1.7167 0.4 0.7 -0.1 -0.130
O 0.9316 5.5051 -2.8349 0.1 -0.1 -1.0 -0.225
S 2.3684 5.9324 -3.3917 0.0 -1.0 1.0 0.603
O 2.3245 7.1571 -4.0799 -0.3 0.5 0.2 -0.183
O 2.9910 4.8010 -3.9971 -0.1 -0.1 0.0 -0.221
O 2.9409 6.1000 -1.9144 0.5 0.9 0.1 -0.177
H 3.2795 4.2049 -1.2464 -0.4 -0.3 -0.5 0.131
H 2.5005 5.1275 -0.0707 -0.2 1.0 -0.2 0.133
H 0.3409 4.9211 -1.0418 -0.1 -0.7 0.2 0.132
H 1.1268 3.5708 -2.0664 -0.5 -0.1 0.2 0.101
```
Positions in Å, forces in eV/Å.

- E_HOMO: -11.0 eV
- Total charge: 0
- E: -7777.312894 Eh
- Energy relative to the best compared isomer or geometry (same formula, charge and spin): 10.17 kJ/mol

The following is a DFT calculation (ωB97M-V/def2-TZVPD) of a molecular structure, C31H25AuGeNOPSe2.

The geometry in XYZ format:
```
63
Properties=species:S:1:pos:R:3:forces:R:3:nbo_charge:R:1
Au -0.6408 1.1214 -0.0844 0.0 0.2 0.3 0.751
Se -0.9144 3.0388 1.4116 0.0 0.0 0.0 -0.310
P -1.1016 1.6703 3.1115 0.0 0.0 0.1 1.039
Se -0.8336 -0.2747 2.1585 0.0 -0.1 -0.2 -0.233
C -2.7009 1.7926 3.9251 0.0 0.1 0.0 -0.460
C -3.6748 2.6815 3.4866 0.0 0.0 0.0 -0.177
C -4.8888 2.7503 4.1562 0.0 0.0 0.0 -0.199
C -5.1276 1.9316 5.2483 0.0 0.0 0.0 -0.168
C -4.1541 1.0391 5.6830 0.0 0.0 0.0 -0.213
C -2.9387 0.9704 5.0274 0.0 0.0 0.0 -0.125
C 0.1551 1.9809 4.3607 0.0 -0.1 0.0 -0.345
C 0.7324 0.9205 5.0530 0.0 0.0 0.0 -0.211
C 1.6371 1.1777 6.0710 0.0 0.0 0.0 -0.200
C 1.9668 2.4871 6.3913 0.0 0.0 0.0 -0.171
C 1.3963 3.5439 5.6950 0.0 0.0 0.0 -0.197
C 0.4880 3.2948 4.6791 0.0 0.0 0.0 -0.204
H -3.4914 3.3096 2.6249 0.0 0.0 0.0 0.233
H -5.6479 3.4435 3.8201 0.0 0.0 0.0 0.229
H -6.0759 1.9861 5.7662 0.0 0.0 0.0 0.229
H -4.3431 0.4000 6.5348 0.0 0.0 0.0 0.230
H -2.1792 0.2800 5.3758 0.0 0.0 0.0 0.214
H 0.4945 -0.1027 4.7879 0.0 0.0 0.0 0.227
H 2.0893 0.3553 6.6085 0.0 0.0 0.0 0.230
H 2.6766 2.6852 7.1833 0.0 0.0 0.0 0.230
H 1.6607 4.5631 5.9416 0.0 0.0 0.0 0.230
H 0.0477 4.1212 4.1339 0.0 0.0 0.0 0.225
O -2.1691 -1.5564 -2.4428 0.0 -0.1 0.1 -0.433
C -1.2781 -0.9054 -2.1096 0.2 0.2 -0.1 0.911
N -0.3288 -0.2113 -1.7537 -0.3 -0.2 -0.1 -1.049
C 5.1226 -1.1403 -1.7961 0.0 0.0 0.0 -0.186
C 4.8790 -0.7242 -3.0976 0.0 0.0 0.0 -0.191
C 3.6408 -0.1979 -3.4361 0.0 0.0 -0.1 -0.227
C 2.6383 -0.0847 -2.4748 0.0 0.1 0.1 -0.428
C 2.8925 -0.5037 -1.1690 0.0 0.0 0.0 -0.224
C 4.1297 -1.0317 -0.8317 0.0 0.0 0.0 -0.205
Ge 0.9415 0.6900 -2.9491 0.0 -0.3 -0.1 1.787
C 0.6663 2.4925 -2.3097 0.1 0.1 -0.1 -0.554
C -0.5645 3.1418 -2.4670 0.0 0.0 0.1 -0.214
C -0.7468 4.4262 -1.9753 0.0 0.0 0.0 -0.214
C 0.2987 5.0717 -1.3271 0.0 0.0 0.0 -0.184
C 1.5260 4.4396 -1.1710 0.0 0.0 0.0 -0.219
C 1.7118 3.1559 -1.6612 0.0 0.0 0.0 -0.132
C 0.3558 0.2328 -4.7251 0.1 0.1 0.0 -0.437
C 0.5274 -1.0844 -5.1568 0.0 0.0 0.0 -0.225
C 0.1275 -1.4581 -6.4299 0.0 0.0 0.0 -0.200
C -0.4358 -0.5174 -7.2831 0.0 0.0 0.0 -0.181
C -0.6005 0.7952 -6.8662 0.0 0.0 0.0 -0.192
C -0.2061 1.1700 -5.5893 0.0 0.0 0.0 -0.225
H 6.0872 -1.5535 -1.5325 0.0 0.0 0.0 0.226
H 5.6512 -0.8128 -3.8501 0.0 0.0 0.0 0.226
H 3.4575 0.1144 -4.4585 0.0 0.0 0.0 0.223
H 2.1226 -0.4331 -0.4077 0.0 0.0 0.0 0.213
H 4.3182 -1.3613 0.1815 0.0 0.0 0.0 0.224
H -1.3878 2.6417 -2.9668 0.0 0.0 0.0 0.225
H -1.6999 4.9234 -2.0988 0.0 0.0 0.0 0.231
H 0.1572 6.0752 -0.9470 0.0 0.0 0.0 0.230
H 2.3370 4.9481 -0.6666 0.0 0.0 0.0 0.230
H 2.6680 2.6624 -1.5298 0.0 0.0 0.0 0.221
H 0.9785 -1.8218 -4.5017 0.0 0.0 0.0 0.221
H 0.2598 -2.4797 -6.7602 0.0 0.0 0.0 0.228
H -0.7440 -0.8101 -8.2781 0.0 0.0 0.0 0.227
H -1.0336 1.5271 -7.5349 0.0 0.0 0.0 0.225
H -0.3305 2.2002 -5.2759 0.0 0.0 0.0 0.217
```
Positions in Å, forces in eV/Å.

- E_HOMO (spin up / spin down): -10.9 / -11.6 eV
- Total charge: +1
- E: -8683.000581 Eh
- Spin multiplicity: 2
- Energy relative to the best compared isomer or geometry (same formula, charge and spin): 0.00 kJ/mol

The following is a DFT calculation (ωB97M-V/def2-TZVPD) of a single C3H3ClO molecule in a non-equilibrium geometry.

The geometry in XYZ format:
```
8
Properties=species:S:1:pos:R:3:forces:R:3:nbo_charge:R:1
O 0.4374 -1.8236 -0.1210 4.4 2.6 -0.2 -0.501
C 1.0029 -0.7004 -0.0372 -3.6 -2.3 1.6 0.363
C 0.1661 0.5305 -0.0043 3.3 -0.6 -0.7 -0.340
C -1.1230 0.6079 -0.1454 3.1 -8.6 1.0 -0.081
Cl -1.8551 -0.9891 0.0172 -2.4 2.0 -0.5 0.036
H 2.0088 -0.4175 0.3349 0.4 -1.2 -0.7 0.131
H 0.8581 1.3303 0.1449 -0.4 1.3 -0.3 0.206
H -1.4953 1.4619 -0.1890 -4.7 6.9 -0.3 0.187
```
Positions in Å, forces in eV/Å.

- E_HOMO: -9.4 eV
- Total charge: 0
- E: -651.435799 Eh
- SMILES: O=C/C=C\Cl
- Energy relative to the best compared isomer or geometry (same formula, charge and spin): 190.76 kJ/mol

The following is a DFT calculation (ωB97M-V/def2-TZVPD) of a single C3H3N3 molecule in a non-equilibrium geometry.

The geometry in XYZ format:
```
9
Properties=species:S:1:pos:R:3:forces:R:3:nbo_charge:R:1
C -0.9235 0.8900 -0.4729 1.8 1.0 -0.8 0.022
C 0.0453 0.2353 -1.2899 -0.8 -0.9 0.5 -0.060
N 0.9981 -0.5941 -0.7683 -1.1 1.2 -0.7 -0.167
N 0.9908 -0.8704 0.4910 -2.3 0.7 2.5 -0.211
C -0.0753 -0.3403 1.2800 1.0 0.6 -3.7 0.203
N -0.9211 0.6206 0.8340 0.4 -1.4 0.5 -0.416
H -1.5011 1.8168 -0.8532 0.6 -1.9 0.7 0.217
H -0.0119 0.1682 -2.3811 0.2 0.6 0.4 0.213
H -0.2414 -0.7880 2.2339 0.2 0.1 0.6 0.198
```
Positions in Å, forces in eV/Å.

- E_HOMO: -9.4 eV
- Total charge: 0
- E: -280.315605 Eh
- SMILES: c1cnncn1
- Energy relative to the best compared isomer or geometry (same formula, charge and spin): 171.11 kJ/mol

- What is the total charge in the first record?
  -2

- Among the records above, which one has the lowest total charge?
  C26H16Cl3CoN5O2Se